# 1
Computed, not measured: a single C5H10FNO molecule, with ωB97M-V/def2-TZVPD.

Properties
total charge: 0
SMILES string: N[C@H]1C[C@@H](CF)[C@H]1O
HOMO: -9.332 eV
HOMO-LUMO gap: 10.0715 eV

The geometry in XYZ format:
```
18
C5H10FNO (ωB97M-V/def2-TZVPD)
C -1.02 -0.74 -0.15
C -0.96 0.61 0.58
C 0.08 1.09 -0.45
C 1.27 1.42 0.30
C -0.09 -0.25 -1.11
H -0.81 -2.99 0.42
H -0.01 -1.73 1.52
H -1.91 -1.05 -0.51
H -1.95 1.24 0.46
H -0.55 0.84 1.59
H -0.42 1.82 -1.22
H 2.26 1.48 -0.25
H 1.03 2.28 1.01
H -0.44 -0.06 -2.03
H 1.35 -1.55 -0.47
N -0.24 -1.87 0.43
O 1.04 -1.02 -1.48
F 1.38 0.48 1.36
```



# 2
Computed, not measured: C5H10FeO3 as an isolated structure, with ωB97M-V/def2-TZVPD.

Properties
total charge: 0
multiplicity: 7
HOMO (alpha / beta): -4.652 / -8.388 eV
HOMO-LUMO gap (alpha / beta): 4.6500 / 6.5101 eV
⟨S²⟩: 12.016

The geometry in XYZ format:
```
19
C5H10FeO3 (ωB97M-V/def2-TZVPD)
C 2.78 -0.04 1.30
H 2.14 1.10 1.84
H 3.14 -0.42 2.27
H 3.48 0.59 0.74
H 2.63 -0.93 0.67
O -0.02 -0.35 1.97
C 0.78 0.56 1.45
C 0.31 1.01 0.07
O -0.32 -0.05 -0.65
C -1.57 0.29 -1.26
C -2.34 -1.01 -1.48
O -2.42 -1.73 -0.30
Fe -0.73 -1.70 0.67
H 1.18 1.34 -0.52
H -0.37 1.87 0.19
H -1.38 0.83 -2.21
H -2.13 0.95 -0.58
H -1.84 -1.58 -2.29
H -3.34 -0.72 -1.88
```



# 3
Computed, not measured: C5H10IN2 as an isolated structure, with ωB97M-V/def2-TZVPD.

Properties
total charge: +1
HOMO: -13.861 eV
HOMO-LUMO gap: 10.0205 eV

The geometry in XYZ format:
```
18
C5H10IN2 (ωB97M-V/def2-TZVPD)
C -2.22 -2.76 -1.34
C 1.41 1.95 0.27
C 1.66 0.55 0.80
C 0.83 -0.43 -0.05
C -1.48 -0.04 -0.33
N -1.93 -1.69 -1.19
N -0.54 -0.34 0.50
I -3.31 0.50 0.59
H -2.45 -3.79 -1.54
H 1.51 1.89 -0.91
H 0.49 2.24 0.66
H 2.00 2.70 0.77
H 1.39 0.27 1.85
H 2.67 0.40 0.73
H 0.93 -0.04 -0.99
H 0.97 -1.56 -0.01
H -1.46 0.51 -1.30
H -0.47 -0.35 1.49
```



# 4
Computed, not measured: a 2-piece molecular cluster, C5H10IN2 overall, with ωB97M-V/def2-TZVPD.

Properties
total charge: +1
HOMO: -14.155 eV
HOMO-LUMO gap: 9.6710 eV

The geometry in XYZ format:
```
18
C5H10IN2 (ωB97M-V/def2-TZVPD)
C 2.42 -2.94 -0.82
C -1.33 0.42 -1.15
C -0.89 -0.37 0.08
C -0.02 0.54 1.01
C 2.37 0.14 0.84
N 1.92 -1.99 -0.47
N 1.26 0.64 0.39
I 4.15 0.49 -0.09
H 2.60 -3.92 -1.22
H -1.96 1.29 -1.04
H -0.43 0.87 -1.68
H -1.79 -0.38 -1.83
H -0.09 -1.19 -0.16
H -1.77 -0.58 0.65
H -0.58 1.56 1.07
H -0.02 0.16 2.09
H 2.44 -0.38 1.83
H 1.23 1.17 -0.56
```



# 5
Computed, not measured: an isolated ion of composition C5H10IN2S and charge +1, with ωB97M-V/def2-TZVPD.

Properties
total charge: +1
HOMO: -13.226 eV
HOMO-LUMO gap: 8.3247 eV

The geometry in XYZ format:
```
19
C5H10IN2S (ωB97M-V/def2-TZVPD)
C 1.14 -0.14 -0.23
C -0.89 0.30 -1.07
C -0.01 -0.13 -2.25
C -1.41 -0.17 2.17
C -0.42 0.81 1.49
N -0.02 0.35 0.14
N 1.21 -0.38 -1.54
S 2.47 -0.29 0.84
I 4.23 -1.25 -0.47
H -1.40 1.34 -1.22
H -1.65 -0.55 -0.85
H -0.38 -1.06 -2.80
H 0.25 0.83 -2.84
H -0.92 -1.06 2.07
H -1.25 0.02 3.25
H -2.43 0.00 1.72
H -0.70 1.89 1.41
H 0.38 0.68 2.10
H 1.80 -1.20 -1.90
```



# 6
Computed, not measured: C5H10IP as an isolated structure, with ωB97M-V/def2-TZVPD.

Properties
total charge: 0
multiplicity: 3
HOMO (alpha / beta): -5.306 / -9.028 eV
HOMO-LUMO gap (alpha / beta): 6.0970 / 5.7388 eV
⟨S²⟩: 2.007

The geometry in XYZ format:
```
17
C5H10IP (ωB97M-V/def2-TZVPD)
C 0.70 -1.34 -0.81
C -0.49 -0.44 -1.25
C 0.90 -1.13 0.67
C -0.16 0.92 -0.79
C 0.24 0.71 0.68
P -1.09 1.03 2.02
I 1.81 1.92 1.64
H 0.40 -2.48 -1.11
H 1.58 -1.11 -1.50
H -0.76 -0.48 -2.26
H -1.41 -0.65 -0.74
H 0.43 -1.69 1.49
H 1.96 -1.00 0.92
H 0.63 1.44 -1.31
H -1.02 1.69 -0.79
H -2.28 0.44 1.72
H -1.43 2.17 1.42
```



# 7
Computed, not measured: C5H10MgO3 as an isolated structure, with ωB97M-V/def2-TZVPD.

Properties
total charge: -1
multiplicity: 2
HOMO (alpha / beta): -2.548 / -2.524 eV
HOMO-LUMO gap (alpha / beta): 5.5662 / 4.7975 eV
⟨S²⟩: 0.752

The geometry in XYZ format:
```
19
C5H10MgO3 (ωB97M-V/def2-TZVPD)
O -0.39 -3.25 -1.27
C -0.89 -2.47 -0.27
C -1.52 -1.25 -0.99
O -0.92 -0.01 -0.64
C -0.10 0.67 -1.69
C 0.86 1.62 -1.11
O 1.60 0.86 -0.08
C 2.92 1.27 0.15
Mg 0.15 0.09 1.11
H -0.16 -2.84 0.50
H -1.54 -2.39 0.66
H -2.58 -1.19 -0.71
H -1.58 -1.31 -2.08
H -0.81 1.18 -2.36
H 0.38 -0.16 -2.24
H 0.31 2.41 -0.56
H 3.35 0.63 0.93
H 3.51 1.18 -0.78
H 2.95 2.32 0.48
```



# 8
Computed, not measured: an isolated ion of composition C5H10N and charge +1, with ωB97M-V/def2-TZVPD.

Properties
total charge: +1
SMILES string: CCC1=C[C@H]1[NH3+]
HOMO: -14.470 eV
HOMO-LUMO gap: 10.8660 eV

The geometry in XYZ format:
```
16
C5H10N (ωB97M-V/def2-TZVPD)
C 0.79 1.46 -0.49
C -0.11 0.50 -0.59
C 1.41 0.15 -0.61
C -2.10 -0.37 0.61
C -1.39 -0.17 -0.71
N 1.98 -0.42 0.68
H 1.18 2.47 -0.20
H 2.07 -0.27 -1.47
H -1.66 -1.14 1.13
H -3.05 -0.82 0.26
H -2.20 0.60 0.93
H -1.99 0.66 -1.30
H -1.25 -1.14 -1.36
H 1.54 -1.35 0.96
H 1.76 0.12 1.49
H 3.02 -0.27 0.68
```



# 9
Computed, not measured: a 2-piece molecular cluster, C5H10N overall, with ωB97M-V/def2-TZVPD.

Properties
total charge: +1
HOMO: -13.728 eV
HOMO-LUMO gap: 9.8265 eV

The geometry in XYZ format:
```
16
C5H10N (ωB97M-V/def2-TZVPD)
C -1.07 1.13 1.15
C -0.41 -0.23 1.33
C -0.77 -0.78 0.00
C -0.16 0.59 0.14
C 1.47 1.40 -0.89
N 0.00 -1.87 -0.67
H -2.06 1.14 0.85
H -0.74 1.93 1.72
H 0.06 -0.49 2.25
H -1.78 -1.09 -0.14
H 0.91 2.33 -1.17
H 1.63 0.75 -1.76
H 2.16 1.68 -0.10
H 0.06 -1.60 -1.75
H -0.37 -2.81 -0.55
H 1.06 -2.07 -0.41
```



# 10
Computed, not measured: a 2-piece molecular cluster, C5H10N overall, with ωB97M-V/def2-TZVPD.

Properties
total charge: +1
HOMO: -14.154 eV
HOMO-LUMO gap: 9.1556 eV

The geometry in XYZ format:
```
16
C5H10N (ωB97M-V/def2-TZVPD)
C 3.37 0.08 0.30
C 3.45 0.82 -0.64
C -0.49 0.73 -0.95
C -0.32 -0.55 1.03
C -2.49 -0.21 -0.16
N -1.09 0.01 -0.09
H 3.22 -0.53 1.11
H 3.60 1.20 -1.59
H -0.99 0.96 -1.90
H 0.59 0.74 -0.89
H 0.67 -0.17 1.12
H -0.90 -0.58 1.96
H -0.13 -1.63 0.94
H -2.64 -1.23 0.20
H -3.00 0.31 0.62
H -2.86 0.05 -1.07
```



# 11
Computed, not measured: an isolated ion of composition C5H10N and charge +1, with ωB97M-V/def2-TZVPD.

Properties
total charge: +1
SMILES string: C[C@@H]1[C@H]2C[NH2+][C@@H]12
HOMO: -14.837 eV
HOMO-LUMO gap: 11.3148 eV

The geometry in XYZ format:
```
16
C5H10N (ωB97M-V/def2-TZVPD)
C 1.57 0.38 0.75
C 0.81 -0.25 -0.44
C -0.56 0.40 -0.53
C -0.29 -0.68 0.50
C -1.44 0.13 -1.63
N 0.40 -0.04 1.67
H 2.36 -0.20 0.97
H 1.71 1.50 0.89
H 1.14 -0.95 -1.25
H -0.55 1.45 -0.13
H -0.67 -1.72 0.62
H -1.19 -0.69 -2.29
H -1.73 0.94 -2.36
H -2.45 -0.29 -1.24
H 0.77 -0.83 2.25
H 0.13 0.85 2.22
```



# 12
Computed, not measured: a 2-piece molecular cluster, C5H10N overall, with ωB97M-V/def2-TZVPD.

Properties
total charge: +1
HOMO: -13.088 eV
HOMO-LUMO gap: 7.3642 eV

The geometry in XYZ format:
```
16
C5H10N (ωB97M-V/def2-TZVPD)
C -0.29 1.62 0.29
C -0.36 -0.89 -1.91
C 0.84 -0.83 -1.39
C 2.03 -0.57 -0.90
C -1.05 -0.30 1.73
N -1.18 0.91 0.99
H -0.68 2.52 -0.07
H 0.56 1.26 -0.31
H -1.17 -0.30 -1.53
H -0.48 -1.23 -2.88
H -2.13 1.29 1.12
H 2.64 -0.01 -1.57
H 2.47 -0.85 0.00
H -1.55 -1.08 1.22
H 0.06 -0.56 1.94
H -1.52 -0.08 2.67
```



# 13
Computed, not measured: an isolated ion of composition C5H10N and charge +1, with ωB97M-V/def2-TZVPD.

Properties
total charge: +1
SMILES string: C[C@H]1[C@@H]2[NH2+][C@]12C
HOMO: -14.563 eV
HOMO-LUMO gap: 11.2388 eV

The geometry in XYZ format:
```
16
C5H10N (ωB97M-V/def2-TZVPD)
C 0.25 0.57 -0.88
C 1.21 -0.55 -0.48
C -0.30 -0.57 -0.06
C 0.41 1.80 -0.13
C -1.17 -0.63 1.02
N 0.37 -1.66 -0.84
H 0.01 0.73 -1.93
H 2.15 -0.76 0.07
H 1.03 1.77 0.73
H -0.72 1.97 0.19
H 0.64 2.61 -0.79
H -1.32 0.44 1.22
H -0.71 -1.15 1.94
H -2.24 -0.93 0.73
H 0.30 -1.76 -1.93
H 0.54 -2.61 -0.45
```



# 14
Computed, not measured: an isolated ion of composition C5H10N and charge +1, with ωB97M-V/def2-TZVPD.

Properties
total charge: +1
HOMO (alpha / beta): -13.848 / -13.847 eV
HOMO-LUMO gap (alpha / beta): 8.3135 / 8.3118 eV

The geometry in XYZ format:
```
16
C5H10N (ωB97M-V/def2-TZVPD)
C -0.77 -0.36 0.32
C -1.65 0.38 0.77
C 0.65 0.58 0.18
C -2.22 1.50 1.52
C 1.90 -0.82 -1.43
N 1.67 -0.17 -0.19
H -0.69 -1.10 -0.54
H 0.41 1.48 -0.61
H 0.73 1.00 1.17
H -3.10 1.34 2.06
H -2.28 2.44 0.89
H -1.50 1.64 2.36
H 1.09 -1.55 -1.67
H 1.88 -0.08 -2.18
H 2.84 -1.38 -1.36
H 2.11 -0.57 0.68
```